Run i
This record from OMol25 describes 3 unconnected molecules or ions with the total composition C4H15NO2S. The level of theory is ωB97M-V/def2-TZVPD.

Kohn-Sham gap: 9.47 eV
LUMO level: 0.689 eV
HOMO: -8.8 eV

Bonds (Å) are listed after each position.
Cartesian coordinates (Å):
1 C 1.57327 0.56562 0.54833  N2 1.453, H7 1.089, H8 1.087, H9 1.102
2 N 0.27032 1.00190 1.01938  C1 1.453, C3 1.453, H10 1.010
3 C -0.88795 0.13999 0.85893  N2 1.453, C4 1.537, H11 1.098, H12 1.094
4 C -0.81539 -1.33575 1.28208  C3 1.537, C5 1.516, H13 1.104, H14 1.113
5 C 0.02975 -2.28694 0.45797  C4 1.516, S6 1.842, H15 1.075, H16 1.072
6 S -0.70692 -2.63532 -1.19451  C5 1.842, H17 1.336
7 H 2.23459 1.42777 0.48046  C1 1.089
8 H 1.45513 0.02686 -0.38797  C1 1.087
9 H 2.13273 -0.03702 1.28140  C1 1.102
10 H 0.30910 1.35540 1.96444  N2 1.010
11 H -1.21523 0.13387 -0.18865  C3 1.098
12 H -1.70981 0.58997 1.42343  C3 1.094
13 H -1.84788 -1.72686 1.30903  C4 1.104
14 H -0.60627 -1.47342 2.36689  C4 1.113
15 H 0.04324 -3.27717 0.87592  C5 1.075
16 H 1.03331 -1.94858 0.28978  C5 1.072
17 H -0.56221 -1.42566 -1.74279  S6 1.336
18 O -0.62581 2.92167 -1.04364  H19 0.959, H20 0.978
19 H -0.14605 3.73194 -0.85947  O18 0.959
20 H -0.18791 2.21929 -0.52220  O18 0.978
21 O -0.04400 0.51800 -2.44290  H22 0.966, H23 0.961
22 H -0.08252 1.47045 -2.59906  O21 0.966
23 H 0.35651 0.04398 -3.17684  O21 0.961

Run ii
This record from OMol25 describes 3 unconnected molecules or ions with the total composition C4H15NO2S. The level of theory is ωB97M-V/def2-TZVPD.

Kohn-Sham gap: 9.57 eV
LUMO level: 0.748 eV
HOMO: -8.8 eV

Bonds (Å) are listed after each position.
Cartesian coordinates (Å):
1 C 0.58901 0.89213 -1.26659  C2 1.498, H7 1.091, H8 1.173, H9 1.158
2 C -0.02146 0.44669 0.02686  C1 1.498, N3 1.512, C4 1.545, H10 1.154
3 N -0.51193 1.63852 0.81717  C2 1.512, H11 1.049, H12 0.947
4 C -1.07333 -0.66362 -0.19086  C2 1.545, C5 1.564, H13 1.161, H14 1.071
5 C -1.28706 -1.40862 1.16733  C4 1.564, S6 1.764, H15 1.025, H16 1.069
6 S -0.07805 -2.58317 1.68711  C5 1.764, H17 1.325
7 H 1.24357 0.12539 -1.68292  C1 1.091
8 H 1.13981 1.88618 -0.97553  C1 1.173
9 H -0.11274 0.92545 -2.18770  C1 1.158
10 H 0.88091 0.02723 0.61209  C2 1.154
11 H -0.36747 2.38225 0.09190  N3 1.049
12 H -1.38075 1.52151 1.17420  N3 0.947
13 H -2.14216 -0.31404 -0.48078  C4 1.161
14 H -0.73483 -1.29889 -0.98397  C4 1.071
15 H -1.38228 -0.66690 1.86895  C5 1.025
16 H -2.28860 -1.75446 1.02482  C5 1.069
17 H -0.85555 -3.03068 2.66226  S6 1.325
18 O 0.81940 -2.80626 -1.91104  H19 0.866, H20 0.952
19 H 1.53215 -2.63465 -1.45029  O18 0.866
20 H 0.72517 -2.26062 -2.68488  O18 0.952
21 O 1.68946 3.33167 0.60659  H22 0.915, H23 0.903
22 H 1.24255 3.49582 1.38816  O21 0.915
23 H 2.37419 2.74905 0.68713  O21 0.903

Most stable structure: run i

Run i
This record from OMol25 describes 3 unconnected molecules or ions with the total composition C4H15NO2S. The level of theory is ωB97M-V/def2-TZVPD.

Kohn-Sham gap: 8.94 eV
LUMO level: 0.757 eV
HOMO: -8.2 eV

Bonds (Å) are listed after each position.
Cartesian coordinates (Å):
1 C 0.59283 2.66599 2.70155  N2 1.460, H7 1.090, H8 1.089, H9 1.075
2 N 0.57496 1.34544 2.07987  C1 1.460, C3 1.462, H10 1.003
3 C -0.59770 1.00696 1.27464  N2 1.462, C4 1.559, H11 1.088, H12 1.093
4 C -0.36088 1.53103 -0.17487  C3 1.559, C5 1.539, H13 1.090, H14 1.084
5 C -1.68392 1.80157 -0.91309  C4 1.539, S6 1.802, H15 1.090, H16 1.080
6 S -1.75819 3.10288 -2.15692  C5 1.802, H17 1.341
7 H -0.29280 3.21659 2.38506  C1 1.090
8 H 1.52542 3.16679 2.44763  C1 1.089
9 H 0.53552 2.57858 3.77134  C1 1.075
10 H 1.44263 1.04199 1.67869  N2 1.003
11 H -1.54744 1.37495 1.65665  C3 1.088
12 H -0.67358 -0.08179 1.32657  C3 1.093
13 H 0.21537 0.76332 -0.69152  C4 1.090
14 H 0.12641 2.49516 -0.08835  C4 1.084
15 H -2.37422 2.16769 -0.15291  C5 1.090
16 H -2.17610 0.90021 -1.24807  C5 1.080
17 H -0.81042 2.63591 -2.98312  S6 1.341
18 O -0.10693 -4.80095 -0.93046  H19 0.967, H20 0.967
19 H -0.47186 -5.34584 -0.21943  O18 0.967
20 H 0.81875 -5.07695 -0.98223  O18 0.967
21 O 2.53922 -5.50814 -2.58847  H22 0.967, H23 0.963
22 H 2.27343 -4.72707 -3.09197  O21 0.967
23 H 2.20948 -6.25433 -3.10059  O21 0.963

Run ii
This record from OMol25 describes 3 unconnected molecules or ions with the total composition C4H15NO2S. The level of theory is ωB97M-V/def2-TZVPD.

Kohn-Sham gap: 9.72 eV
LUMO level: 0.574 eV
HOMO: -9.1 eV

Bonds (Å) are listed after each position.
Cartesian coordinates (Å):
1 C -1.09313 -2.20914 1.48264  C2 1.502, H7 1.080, H8 1.094, H9 1.086
2 C -1.51892 -0.83473 1.05108  C1 1.502, N3 1.474, H10 1.096, H11 1.090
3 N -0.32028 -0.00666 0.82432  C2 1.474, C4 1.476, H12 1.021
4 C -0.52666 1.45338 0.75593  N3 1.476, C5 1.523, H13 1.090, H14 1.092
5 C 0.28581 2.09869 -0.35855  C4 1.523, S6 1.811, H15 1.089, H16 1.093
6 S -0.22665 1.63894 -2.03358  C5 1.811, H17 1.338
7 H -1.82976 -2.78302 2.02540  C1 1.080
8 H -0.32279 -2.16015 2.25821  C1 1.094
9 H -0.63900 -2.81523 0.70401  C1 1.086
10 H -2.05874 -0.92236 0.10083  C2 1.096
11 H -2.14470 -0.28544 1.75408  C2 1.090
12 H 0.11293 -0.35533 -0.03241  N3 1.021
13 H -1.58586 1.69627 0.67096  C4 1.090
14 H -0.08362 1.81935 1.68504  C4 1.092
15 H 1.34095 1.90613 -0.17217  C5 1.089
16 H 0.11190 3.17253 -0.24911  C5 1.093
17 H 0.56317 0.56153 -2.10204  S6 1.338
18 O 0.89387 -2.76557 -1.87455  H19 0.962, H20 0.956
19 H 0.73691 -3.26658 -2.68102  O18 0.962
20 H 0.61310 -3.35691 -1.17727  O18 0.956
21 O 2.20434 -0.47425 2.20295  H22 0.964, H23 0.980
22 H 1.79504 -0.51743 3.07453  O21 0.964
23 H 1.42311 -0.28348 1.64373  O21 0.980

Most stable structure: run ii

Run i
This record from OMol25 describes 2 unconnected molecules or ions with the total composition C5H12NS. The level of theory is ωB97M-V/def2-TZVPD.

charge: +1
Kohn-Sham gap (alpha / beta): 7.64 / 7.56 eV
LUMO level (alpha / beta): -4.248 / -7.837 eV
expectation value of S²: 2.009
HOMO (alpha / beta): -11.9 / -15.4 eV
spin multiplicity: 3

Bonds (Å) are listed after each position.
Cartesian coordinates (Å):
1 C -1.48945 -0.60212 0.32851  C2 1.541, C3 1.462, H8 1.148, H9 1.068
2 C -0.33677 -1.62486 0.30671  C1 1.541, C4 1.530, H10 1.179, H11 1.049
3 C -0.97476 0.72546 0.65839  C1 1.462, N6 1.469, H12 1.081, H13 1.144
4 C 0.88873 -0.74592 0.56568  C2 1.530, N6 1.497, H14 1.178, H15 1.130
5 C 0.40739 0.97502 -1.87924  H16 1.071, H17 1.085, H18 1.090
6 N 0.46045 0.67230 0.35083  C3 1.469, C4 1.497, S7 1.755
7 S 1.57743 1.82351 1.06366  N6 1.755, H19 1.280
8 H -1.99278 -0.69716 -0.69870  C1 1.148
9 H -2.19137 -0.99429 1.03166  C1 1.068
10 H -0.35901 -2.44632 1.15193  C2 1.179
11 H -0.33519 -2.22429 -0.55422  C2 1.049
12 H -1.35039 1.50719 0.01255  C3 1.081
13 H -1.15602 1.14317 1.70812  C3 1.144
14 H 1.23835 -0.71523 1.69024  C4 1.178
15 H 1.79218 -1.03166 -0.05019  C4 1.130
16 H 0.96212 0.10397 -2.16449  C5 1.071
17 H -0.67557 0.97297 -1.80917  C5 1.085
18 H 1.09885 1.81429 -1.95564  C5 1.090
19 H 2.43581 1.34397 0.24338  S7 1.280

Run ii
This record from OMol25 describes 2 unconnected molecules or ions with the total composition C5H12NS. The level of theory is ωB97M-V/def2-TZVPD.

charge: +1
Kohn-Sham gap (alpha / beta): 6.89 / 6.92 eV
LUMO level (alpha / beta): -3.268 / -5.971 eV
expectation value of S²: 2.007
HOMO (alpha / beta): -10.2 / -12.9 eV
spin multiplicity: 3

Bonds (Å) are listed after each position.
Cartesian coordinates (Å):
1 C 0.52074 -0.43939 0.34367  C2 1.519, C3 1.567, H8 1.126
2 C -0.91253 -0.05060 0.02605  C1 1.519, S7 1.664, H9 1.026
3 C 2.05764 -0.23469 0.11536  C1 1.567, C4 1.393, C5 1.451
4 C 2.93122 -1.29014 0.36425  C3 1.393, H10 1.031, H11 1.078, H12 1.106
5 C 2.39215 1.03378 -0.50473  C3 1.451, H13 1.150, H14 1.091, H15 1.069
6 N -4.24324 0.71391 -0.00163  H16 1.017, H17 1.059, H18 0.994, H19 1.108
7 S -2.03070 -1.26319 0.24722  C2 1.664
8 H 0.49576 -1.50668 0.70263  C1 1.126
9 H -1.19701 0.87716 -0.30762  C2 1.026
10 H 2.70953 -1.73307 1.26899  C4 1.031
11 H 3.98445 -1.06156 0.38634  C4 1.078
12 H 2.88085 -1.83150 -0.59895  C4 1.106
13 H 1.43399 1.57981 -0.83102  C5 1.150
14 H 2.94079 0.76248 -1.40757  C5 1.091
15 H 2.99690 1.70394 0.06836  C5 1.069
16 H -4.94306 0.50427 -0.70849  N6 1.017
17 H -3.79779 1.67425 0.02806  N6 1.059
18 H -4.82221 0.56225 0.79204  N6 0.994
19 H -3.39749 -0.00101 0.01703  N6 1.108

Most stable structure: run ii